# C5H14N2S

A 2-piece molecular cluster, C5H14N2S overall (ωB97M-V/def2-TZVPD, OMol25).

CARTESIAN COORDINATES (ANGSTROEM)
C  -0.10  2.38  -0.74
N  -0.10  1.90  0.64
C  -1.13  1.35  1.09
N  -2.34  1.07  0.36
H  0.90  2.27  -1.13
H  -0.35  3.45  -0.73
H  -0.81  1.86  -1.38
H  -1.13  1.00  2.13
H  -2.44  0.05  0.34
H  -3.13  1.35  0.94
C  1.78  -0.79  -1.36
C  0.51  -1.28  -0.69
C  0.74  -1.64  0.76
S  -0.80  -2.36  1.47
H  1.59  -0.52  -2.40
H  2.53  -1.58  -1.35
H  2.18  0.09  -0.85
H  -0.25  -0.50  -0.73
H  0.09  -2.14  -1.22
H  1.00  -0.76  1.35
H  1.52  -2.39  0.90
H  -0.27  -2.83  2.60

- calculated total energy (eV) = -19226.839
- SMILES = C/N=C\N.CCCS
- LUMO energy (eV) = 0.774
- highest occupied orbital energy (eV) = -9.140

These are the natural (NBO) partial charges, in e, on atoms 1 to 4: number 1, C, carries -0.460; number 2, N, carries -0.417; number 3, C, carries 0.261; number 4, N, carries -0.894



# C5H14N2S

A single C5H14N2S molecule in a non-equilibrium geometry (ωB97M-V/def2-TZVPD, OMol25).

CARTESIAN COORDINATES (ANGSTROEM)
C  2.13  0.05  1.39
N  0.82  0.58  1.04
C  0.66  1.96  1.51
C  0.36  0.41  -0.33
C  -0.69  -0.72  -0.43
N  -0.14  -1.82  -1.23
C  -1.90  -0.17  -1.22
S  -3.39  -1.30  -1.24
H  2.12  -0.25  2.44
H  2.33  -0.75  0.68
H  2.95  0.79  1.38
H  -0.41  2.16  1.52
H  1.04  2.05  2.53
H  1.10  2.74  0.86
H  1.19  0.14  -1.00
H  -0.01  1.31  -0.84
H  -0.93  -1.01  0.59
H  0.61  -2.32  -0.77
H  -0.81  -2.50  -1.58
H  -1.65  -0.01  -2.26
H  -2.19  0.76  -0.74
H  -3.20  -2.13  -2.29

- calculated total energy (eV) = -19226.479
- SMILES = CN(C)C[C@H](N)CS
- LUMO energy (eV) = 0.947
- highest occupied orbital energy (eV) = -8.385

These are the natural (NBO) partial charges, in e, on atoms 1 to 4: number 1, C, carries -0.405; number 2, N, carries -0.457; number 3, C, carries -0.406; number 4, C, carries -0.235



# C5H14N2S

A 2-piece molecular cluster, C5H14N2S overall in a non-equilibrium geometry (ωB97M-V/def2-TZVPD, OMol25).

CARTESIAN COORDINATES (ANGSTROEM)
C  -0.60  2.10  1.59
C  -0.35  0.62  1.38
C  -1.35  -0.29  0.88
C  -1.05  -1.82  0.74
S  0.24  -2.63  -0.48
N  0.91  0.60  0.30
C  1.99  -0.29  0.76
N  2.73  -0.81  -0.40
H  -1.42  2.19  2.21
H  0.36  2.63  2.08
H  -0.81  2.54  0.61
H  0.18  0.22  2.31
H  -2.94  1.34  -7.56
H  -2.20  0.00  0.34
H  -0.64  -2.17  1.76
H  -2.01  -2.42  0.59
H  -2.25  1.08  -7.72
H  0.27  -0.06  -0.28
H  1.57  -1.19  1.30
H  2.65  0.26  1.39
H  2.46  -0.18  -1.14
H  2.26  -1.70  -0.68

- calculated total energy (eV) = -19213.478
- multiplicity = 2
- total charge = +1
- LUMO energy (spin up / spin down) (eV) = -7.731 / -7.733
- highest occupied orbital energy (spin up / spin down) (eV) = -13.996 / -13.780

These are the natural (NBO) partial charges, in e, on atoms 1 to 4: number 1, C, carries -0.603; number 2, C, carries -0.231; number 3, C, carries 0.294; number 4, C, carries -0.699



# C5H14N3

A 2-piece molecular cluster, C5H14N3 overall in a non-equilibrium geometry (ωB97M-V/def2-TZVPD, OMol25).

CARTESIAN COORDINATES (ANGSTROEM)
C  -0.78  -1.83  -0.56
C  -0.08  -1.67  0.62
C  1.08  0.29  0.00
C  -0.81  -1.29  1.82
C  -0.26  2.37  0.34
N  0.11  1.13  -0.37
N  1.86  -0.33  -0.97
N  -0.37  1.05  -1.61
H  -0.49  -2.34  -1.41
H  -1.87  -1.64  -0.70
H  0.91  -2.15  0.47
H  1.27  0.32  1.05
H  -0.59  -0.16  2.10
H  -0.38  -1.89  2.65
H  -1.83  -1.46  1.87
H  0.00  3.19  -0.36
H  -1.33  2.44  0.40
H  0.43  2.48  1.25
H  2.74  -0.77  -0.78
H  1.32  -0.61  -1.79
H  0.27  1.30  -2.35
H  -1.20  1.57  -1.67

- calculated total energy (eV) = -9872.670
- total charge = +1
- LUMO energy (eV) = -3.916
- highest occupied orbital energy (eV) = -13.080

These are the natural (NBO) partial charges, in e, on atoms 1 to 4: number 1, C, carries -0.323; number 2, C, carries -0.266; number 3, C, carries 0.389; number 4, C, carries -0.640



# C5H14N3

An isolated ion of composition C5H14N3 and charge +1 in a non-equilibrium geometry (ωB97M-V/def2-TZVPD, OMol25).

CARTESIAN COORDINATES (ANGSTROEM)
N  0.31  1.57  -1.04
C  -0.96  1.14  -1.73
C  -0.83  -0.39  -1.64
C  0.58  -1.08  -1.12
C  1.25  -0.82  0.24
N  0.32  -0.03  1.22
C  -0.31  -0.60  2.22
N  -0.35  -0.05  3.57
H  1.04  1.32  -1.71
H  0.41  2.69  -1.03
H  -1.90  1.64  -1.27
H  -0.81  1.54  -2.82
H  -1.07  -0.90  -2.62
H  -1.61  -0.50  -0.89
H  1.23  -0.86  -2.07
H  0.32  -2.18  -1.15
H  1.59  -1.94  0.64
H  2.26  -0.17  -0.03
H  0.36  1.01  1.06
H  -0.49  -1.75  2.25
H  -0.92  -0.65  4.16
H  -0.42  1.02  3.75

- calculated total energy (eV) = -9873.139
- total charge = +1
- SMILES = NCCCCNC=[NH2+]
- LUMO energy (eV) = -4.206
- highest occupied orbital energy (eV) = -13.108

These are the natural (NBO) partial charges, in e, on atoms 1 to 4: number 1, N, carries -0.893; number 2, C, carries -0.229; number 3, C, carries -0.416; number 4, C, carries -0.451



# C5H14N3

An isolated ion of composition C5H14N3 and charge +1 in a non-equilibrium geometry (ωB97M-V/def2-TZVPD, OMol25).

CARTESIAN COORDINATES (ANGSTROEM)
C  -0.43  0.38  0.81
C  1.10  0.21  0.80
C  -1.15  0.20  -0.55
C  1.86  1.57  0.68
C  -1.89  -1.99  -0.38
N  -1.14  -1.05  -1.06
N  -0.66  1.14  -1.53
N  1.47  -0.68  -0.17
H  -0.78  -0.50  1.37
H  -0.92  1.14  1.45
H  1.34  -0.08  1.84
H  -2.15  0.55  -0.32
H  2.31  1.83  1.64
H  1.31  2.46  0.46
H  2.68  1.43  -0.02
H  -1.45  -3.08  -0.50
H  -2.30  -1.84  0.66
H  -2.64  -2.26  -1.18
H  0.37  1.41  -1.32
H  -0.68  0.84  -2.48
H  1.05  -1.59  0.05
H  2.09  -0.59  -1.00

- calculated total energy (eV) = -9871.318
- total charge = +1
- LUMO energy (spin up / spin down) (eV) = -7.280 / -6.297
- highest occupied orbital energy (spin up / spin down) (eV) = -13.519 / -14.041

These are the natural (NBO) partial charges, in e, on atoms 1 to 4: number 1, C, carries -0.373; number 2, C, carries -0.087; number 3, C, carries -0.026; number 4, C, carries -0.639



# C5H14N4

A 3-piece molecular cluster, C5H14N4 overall in a non-equilibrium geometry (ωB97M-V/def2-TZVPD, OMol25).

CARTESIAN COORDINATES (ANGSTROEM)
C  0.23  -1.44  -0.98
C  -0.34  -0.72  2.11
C  1.12  -0.66  -1.88
N  0.36  0.00  1.06
C  -1.10  1.18  -0.42
N  1.72  0.28  1.52
N  -1.74  2.31  -0.89
N  -1.05  -1.48  -1.19
C  -0.28  1.20  0.63
H  0.71  -2.09  -0.25
H  2.18  -0.62  1.61
H  2.17  0.77  0.75
H  -1.46  3.21  -0.50
H  -1.87  2.36  -1.89
H  -1.56  -2.18  -0.65
H  -1.49  -0.09  -1.02
H  -0.07  2.10  1.24
H  -0.44  -0.12  3.03
H  0.19  -1.64  2.35
H  -1.34  -0.96  1.75
H  1.55  -1.34  -2.63
H  0.57  0.12  -2.40
H  1.94  -0.19  -1.34

- calculated total energy (eV) = -11368.396
- LUMO energy (eV) = 0.943
- highest occupied orbital energy (eV) = -7.126

These are the natural (NBO) partial charges, in e, on atoms 1 to 4: number 1, C, carries 0.258; number 2, C, carries -0.413; number 3, C, carries -0.686; number 4, N, carries -0.304



# C5H14N4

An isolated ion of composition C5H14N4 and charge +2 in a non-equilibrium geometry (ωB97M-V/def2-TZVPD, OMol25).

CARTESIAN COORDINATES (ANGSTROEM)
C  -3.41  1.27  -0.01
N  -2.36  0.85  0.65
N  -1.48  0.06  0.45
C  -0.55  -0.78  0.59
N  0.84  -0.80  0.01
C  0.95  -2.03  -0.86
C  1.75  -0.82  1.13
N  1.04  0.32  -0.95
C  0.94  1.86  -0.46
H  -3.09  2.21  -0.44
H  -3.81  0.60  -0.88
H  -4.22  1.61  0.80
H  -0.79  -1.68  1.32
H  0.65  -2.92  -0.31
H  0.51  -1.70  -1.80
H  2.10  -2.12  -0.89
H  1.41  -1.68  1.79
H  2.85  -0.96  1.00
H  1.76  0.04  1.68
H  1.89  0.14  -1.46
H  1.57  2.07  0.44
H  1.56  2.37  -1.19
H  -0.12  2.08  -0.62

- calculated total energy (eV) = -11348.475
- total charge = +2
- SMILES = CN=[N+]=C[N+](C)(C)NC
- LUMO energy (eV) = -10.080
- highest occupied orbital energy (eV) = -18.569

These are the natural (NBO) partial charges, in e, on atoms 1 to 4: number 1, C, carries -0.523; number 2, N, carries 0.163; number 3, N, carries 0.061; number 4, C, carries 0.217



# C5H14N6

A 2-piece molecular cluster, C5H14N6 overall in a non-equilibrium geometry (ωB97M-V/def2-TZVPD, OMol25).

CARTESIAN COORDINATES (ANGSTROEM)
C  -1.85  1.34  -0.12
C  -2.59  -0.78  -0.04
C  -0.74  0.26  -0.63
C  0.76  -0.24  -0.38
C  -3.82  -1.69  0.22
N  -1.42  -0.94  -0.51
N  -2.87  0.58  0.26
N  -1.70  2.65  -0.02
N  4.27  -0.08  0.14
N  1.63  0.73  -0.28
N  1.00  -1.47  -0.40
H  -0.66  0.46  -1.67
H  -4.18  -1.70  1.29
H  -3.48  -2.66  0.13
H  -4.69  -1.46  -0.37
H  -3.84  0.80  0.42
H  -0.80  3.12  -0.28
H  -2.40  3.33  0.13
H  4.52  -0.64  -0.64
H  4.96  0.51  0.39
H  2.73  0.49  -0.26
H  1.29  1.68  -0.15
H  0.27  -2.13  -0.27
H  3.86  -0.53  0.90
H  1.96  -1.88  -0.26

- calculated total energy (eV) = -14336.330
- total charge = +2
- LUMO energy (eV) = -7.700
- highest occupied orbital energy (eV) = -17.289

These are the natural (NBO) partial charges, in e, on atoms 1 to 4: number 1, C, carries 0.576; number 2, C, carries 0.509; number 3, C, carries -0.174; number 4, C, carries 0.582



# C5H14NO

A 2-piece molecular cluster, C5H14NO overall (ωB97M-V/def2-TZVPD, OMol25).

CARTESIAN COORDINATES (ANGSTROEM)
C  -1.08  1.77  -0.59
C  -1.94  1.03  0.43
C  -1.40  1.20  1.84
H  -1.09  2.85  -0.41
H  -1.45  1.59  -1.60
H  -0.06  1.39  -0.49
H  -1.90  -0.03  0.18
H  -2.98  1.36  0.37
H  -2.07  0.78  2.60
H  -0.39  0.80  1.91
H  -1.35  2.26  2.10
C  0.97  -2.17  -1.46
N  2.18  -1.93  -0.67
C  2.09  -0.63  0.07
O  0.91  -0.36  0.65
H  0.08  -1.98  -0.88
H  0.98  -3.19  -1.84
H  0.97  -1.51  -2.34
H  2.23  -2.67  0.02
H  2.36  0.14  -0.70
H  2.93  -0.70  0.80

- calculated total energy (eV) = -8949.326
- total charge = -1
- LUMO energy (eV) = 4.257
- highest occupied orbital energy (eV) = -2.714

These are the natural (NBO) partial charges, in e, on atoms 1 to 4: number 1, C, carries -0.620; number 2, C, carries -0.387; number 3, C, carries -0.623; number 4, H, carries 0.169



Energy relative to the best compared isomer or geometry (same formula, charge and spin) list, top to bottom, in kcal/mol: 10.55, 18.84, 143.83, 103.70, 92.87, 134.86, 92.66, 177.42, 0.00, 7.57